100
Properties=species:S:1:pos:R:3:mulliken_charge:R:1 method="wB97M-V/def2-TZVPD" smiles=COCCOCCOC.COCCOCCOC.COCCOCCOC.COCCOCCOC.ClCCCl total_charge=0 lumo_energy_ev=0.68
C 1.47970 1.28064 -0.24218 -0.378
O 2.37563 0.15031 -0.27075 -0.250
C 3.73949 0.60385 -0.27502 0.006
C 4.71587 -0.50183 0.05379 -0.916
O 4.52790 -1.04516 1.36615 -0.105
C 5.24772 -0.44617 2.39267 -0.437
C 4.94902 -1.16643 3.70116 -0.229
O 5.44030 -2.43488 3.58714 -0.403
C 4.83883 -3.43388 4.44508 -0.576
H 0.47701 0.93177 -0.21235 0.113
H 1.55653 1.93981 -1.06332 0.466
H 1.69330 1.78750 0.67721 -0.053
H 3.91573 1.53597 0.41191 -0.054
H 4.00570 1.01418 -1.28968 0.342
H 5.73415 -0.15416 -0.09919 0.430
H 4.41527 -1.29544 -0.73580 0.237
H 4.90325 0.61351 2.49720 0.243
H 6.33112 -0.39791 2.12179 0.342
H 3.87515 -1.10839 3.71326 -0.051
H 5.39138 -0.60975 4.50391 0.491
H 3.82405 -3.65364 4.16939 0.102
H 4.97408 -3.14767 5.49222 0.318
H 5.44119 -4.30954 4.31426 0.275
C -1.15141 3.24725 -4.04258 -0.699
O -1.88540 3.50665 -2.86480 -0.425
C -2.00801 2.40271 -1.98344 -0.457
C -1.81319 2.79308 -0.49061 0.347
O -1.87265 1.60536 0.20623 -0.399
C -1.54271 1.65226 1.54391 0.716
C -2.27482 2.70759 2.38108 -1.022
O -3.66250 2.61983 2.42811 -0.424
C -4.18250 1.36956 2.63717 -0.574
H -0.93878 4.20472 -4.53038 0.262
H -1.73889 2.49998 -4.58029 0.358
H -0.14662 2.80438 -3.84535 0.244
H -1.30989 1.58404 -2.16775 0.204
H -3.02921 2.00487 -2.16774 0.306
H -2.58052 3.47855 -0.14637 0.628
H -0.80851 3.24695 -0.38036 -0.459
H -0.47798 1.92618 1.54083 -0.460
H -1.68269 0.65621 1.90242 0.168
H -2.02112 3.72726 2.09066 0.421
H -1.83412 2.59662 3.37426 0.478
H -3.92450 0.74866 1.78080 0.173
H -5.25258 1.45343 2.67513 0.301
H -3.73079 0.91885 3.50971 0.257
C -7.15151 -4.55427 -5.36140 -0.724
O -5.97817 -4.97114 -6.07235 -0.317
C -5.23100 -5.90537 -5.35490 -0.579
C -3.74667 -5.77425 -5.72820 -0.605
O -3.21079 -4.65632 -5.13000 -0.151
C -1.92481 -4.30914 -5.59074 -0.480
C -1.59664 -2.94703 -4.98648 -0.639
O -1.45531 -2.99976 -3.56835 -0.400
C -1.40888 -1.70661 -2.94602 -0.681
H -7.60824 -3.71368 -5.88017 0.258
H -6.95111 -4.21047 -4.34764 0.323
H -7.87944 -5.37541 -5.40192 0.287
H -5.54691 -6.91974 -5.69403 0.345
H -5.30538 -5.81302 -4.27696 0.372
H -3.69531 -5.65855 -6.84285 0.325
H -3.13005 -6.68626 -5.46274 0.327
H -2.05672 -4.08560 -6.63892 0.394
H -1.17707 -5.05144 -5.16884 0.269
H -2.35446 -2.23810 -5.23238 0.371
H -0.65978 -2.52765 -5.48100 0.378
H -2.40446 -1.27691 -2.87118 0.342
H -0.64306 -1.12578 -3.54541 0.345
H -1.09705 -1.95155 -1.95473 0.242
C -0.59603 0.29432 4.49072 -0.845
O 0.43554 0.89486 3.64199 0.458
C 1.39956 1.51919 4.41616 -1.047
C 2.36843 2.35583 3.53392 0.376
O 1.63776 3.45366 2.97941 -0.296
C 2.56807 4.29520 2.30016 -0.170
C 1.92013 5.28666 1.41872 -0.859
O 1.38471 4.74142 0.25611 -0.110
C 0.72946 5.70952 -0.56411 -0.725
H -0.95719 0.88890 5.35915 0.360
H -0.16468 -0.69765 4.84200 0.120
H -1.42794 0.16724 3.83051 0.221
H 2.04490 0.79341 4.92115 0.337
H 0.94528 2.30013 5.10487 0.347
H 2.68124 1.75371 2.67207 -0.484
H 3.20931 2.66578 4.21426 0.500
H 3.17548 3.62153 1.67886 0.126
H 3.17124 4.87522 3.04505 0.297
H 2.62544 6.04067 1.16744 0.439
H 1.18945 5.64521 2.14634 0.353
H 0.04309 6.40616 0.05046 0.342
H 0.18281 5.14124 -1.34853 0.086
H 1.42091 6.37595 -1.09612 0.343
Cl -1.04487 -2.26549 1.81292 -0.226
C 0.69253 -1.93781 1.62799 0.663
C 1.58597 -3.01475 2.23059 -0.391
Cl 1.34412 -3.08671 3.99302 -0.247
H 0.90851 -1.01085 2.14232 -0.727
H 0.82658 -1.84396 0.53673 0.232
H 2.61126 -2.81282 2.06941 0.158
H 1.31875 -4.00542 1.93417 0.513

=====

44
Properties=species:S:1:pos:R:3:mulliken_charge:R:1 method="wB97M-V/def2-TZVPD" relative_energy_ev=16.352 total_charge=0 lumo_energy_ev=0.16
C -1.65026 -4.26048 0.51077 0.068
O -1.92907 -5.40471 0.12462 -0.674
N -2.59781 -3.32098 0.57897 0.236
C -2.18787 -2.05599 1.28368 -1.000
C -3.98714 -3.44850 0.09455 -0.970
H -0.63727 -4.01394 0.86471 0.456
H -2.25651 -1.28779 0.51344 0.327
H -1.27219 -1.95760 1.86674 0.195
H -2.84786 -1.78193 2.10672 0.425
H -4.22070 -2.57396 -0.51267 0.292
H -4.30924 -4.39392 -0.34195 0.325
H -4.54022 -3.35625 1.02927 0.354
C 2.15519 1.56436 -2.32616 -0.228
O 0.94344 1.60874 -2.58655 -0.492
N 2.68527 1.69124 -1.03757 0.201
C 4.19053 1.57558 -0.75875 -1.086
C 1.77116 2.09083 0.12925 -1.318
H 2.91746 1.30948 -3.07861 0.324
H 4.74391 1.78073 -1.67513 0.366
H 4.43094 0.53420 -0.54461 0.331
H 4.67394 2.21713 -0.02197 0.308
H 0.73087 1.84699 -0.08622 0.499
H 2.11431 1.67199 1.07524 0.421
H 1.92723 3.16843 0.07885 0.516
C 0.97635 -2.33246 -1.31719 -1.509
C 0.32795 -1.51967 -0.26814 -0.100
O -0.57894 -2.01207 0.38619 -0.361
C 0.83752 -0.13792 -0.16749 -0.455
H 0.64863 -3.37201 -1.32371 0.404
H 2.05708 -2.21087 -1.39042 0.363
H 0.54876 -2.04509 -2.27775 0.329
H 1.54922 -0.07927 0.65601 0.436
H 0.03795 0.47973 0.24150 0.431
H 1.35538 0.25843 -1.04090 0.471
C 0.21129 2.23004 1.12657 -0.851
C -0.84491 2.93174 0.31855 0.591
O -1.08933 2.79020 -0.82144 -0.460
C -1.86653 3.81690 1.04467 -1.228
H -0.28381 1.95338 2.05740 0.549
H 1.21723 2.63520 1.23625 0.274
H 0.34978 1.24220 0.68716 0.244
H -2.88412 3.42652 1.05943 0.298
H -1.89705 4.72797 0.44708 0.324
H -1.52049 4.01332 2.05945 0.374

=====

64
Properties=species:S:1:pos:R:3:mulliken_charge:R:1 method="wB97M-V/def2-TZVPD" spin_multiplicity=8 s2=15.803 relative_energy_ev=0.000 total_charge=+2 lumo_energy_ev="-7.46 / -8.25"
Eu -0.97301 -0.52774 0.20463 0.692
P -0.22317 -1.94353 -2.34141 -0.184
P -1.77361 -1.02551 3.00301 -0.238
N -1.16781 1.09803 -1.62939 0.414
N -1.86351 1.56186 1.00202 0.341
H -1.98350 3.00141 -2.05788 0.374
H -1.77541 3.63298 0.55439 0.550
H -0.42075 3.05795 -1.17933 0.393
C -1.38622 2.52944 -1.25926 -0.751
H -3.19232 2.81109 -0.12953 0.431
C -2.10801 2.68870 0.07996 -0.938
H -1.91392 1.35846 -3.54487 0.333
H -2.82005 2.61295 2.50851 0.399
C -1.47529 0.66817 -2.79645 -0.178
C -2.36057 1.64320 2.22698 -0.006
H -0.53176 -0.53783 -4.28025 0.582
C -1.18231 -0.68566 -3.40050 -0.858
H -2.12373 -1.15862 -3.72704 0.400
H -3.04785 -1.67957 3.11188 0.195
H -1.35027 -1.23438 4.34957 0.185
H -1.19427 -2.96741 -2.50351 0.121
H 0.53132 -2.46865 -3.41674 0.184
O -2.96946 -1.28182 -0.43847 -0.715
C -3.98815 -0.40086 -0.82527 1.664
C -4.73460 -0.90786 -2.04281 -1.542
C -4.95592 -0.19330 0.32857 -1.359
H -3.46506 0.56039 -1.14224 -0.397
H -4.10967 -0.82514 -2.93096 0.221
H -5.00444 -1.95571 -1.90301 0.357
H -5.65492 -0.34372 -2.21612 0.401
H -4.48670 0.27395 1.19301 0.192
H -5.81600 0.41181 0.03604 0.384
H -5.33496 -1.16719 0.65201 0.355
C -2.37182 0.64523 3.21610 -0.642
H -2.76247 0.95225 4.18788 0.472
C 2.44247 -2.83719 0.78302 -0.949
N 2.66510 -1.56628 1.48278 0.196
C 2.23224 -1.58063 2.88609 -1.032
P 2.56539 -0.13026 0.65172 -0.457
O 1.17245 0.44366 0.70593 -0.218
N 3.73568 0.90688 1.25438 0.086
C 4.08584 2.06349 0.41375 -0.817
C 3.69755 1.25356 2.68039 -0.725
N 2.96330 -0.50438 -0.91876 0.621
C 4.26468 -1.09911 -1.23469 -0.888
C 2.40036 0.29666 -2.01734 -1.097
H 1.74512 -3.45578 1.36573 0.335
H 3.39001 -3.38594 0.69803 0.287
H 2.01989 -2.68573 -0.22357 0.343
H 3.10875 -1.56269 3.54547 0.240
H 1.57592 -0.72775 3.12161 0.381
H 1.66999 -2.50299 3.08394 0.365
H 3.21182 2.70968 0.21933 0.270
H 4.83483 2.65317 0.95451 0.418
H 4.52778 1.73832 -0.53691 0.180
H 2.69515 1.59479 2.98986 0.245
H 4.01221 0.40660 3.30009 0.190
H 4.40646 2.07284 2.84126 0.384
H 4.50706 -1.92437 -0.55494 0.250
H 4.21576 -1.50149 -2.25669 0.367
H 5.07440 -0.35120 -1.20059 0.305
H 2.23714 -0.36678 -2.87947 0.360
H 1.43483 0.73877 -1.73169 0.189
H 3.09801 1.10076 -2.31274 0.343

=====

14
Properties=species:S:1:pos:R:3:mulliken_charge:R:1 method="wB97M-V/def2-TZVPD" relative_energy_ev=0.888 total_charge=+1 lumo_energy_ev=-3.00
C 1.57052 1.27735 1.22619 -0.702
N 0.32000 0.46669 1.62680 -0.380
H 1.69722 2.06202 2.06916 0.320
H 2.29086 0.48417 1.09678 0.332
H 1.46875 1.79173 0.27699 0.283
H -0.05520 -0.17495 0.79230 0.381
H -0.47745 1.07047 1.95790 0.384
H 0.47824 -0.05957 2.47113 0.381
C -0.63772 -1.08562 -1.61523 0.228
N -1.74943 -1.30094 -2.25577 -0.320
O -0.69324 -0.83916 -0.39374 -0.723
H 0.22804 -0.86310 -2.25111 0.315
H -1.85474 -1.49335 -3.29880 0.264
H -2.58585 -1.33575 -1.70260 0.237

=====

20
Properties=species:S:1:pos:R:3:mulliken_charge:R:1 method="wB97M-V/def2-TZVPD" relative_energy_ev=2.654 total_charge=+1 lumo_energy_ev=-4.02
C 1.16888 0.71188 -0.14703 -0.268
C 1.89200 -0.38713 -0.48864 0.076
C -2.04687 -0.16309 0.65847 0.312
C 1.48436 2.02216 -0.62537 -1.225
C 1.57742 -1.71875 -0.00735 -1.031
N -3.33336 -0.38742 1.01210 -0.368
N -1.53517 -0.11755 -0.53837 -0.196
H 0.40976 0.44914 0.57870 0.402
H 2.92276 -0.22728 -0.97494 0.284
H -1.46838 -0.20219 1.53452 0.338
H 2.37484 2.10872 -1.18832 0.395
H 1.68867 2.69687 0.29006 0.275
H 0.72129 2.47535 -1.18704 0.295
H 2.48578 -2.11460 0.61369 0.315
H 1.22032 -2.46503 -0.76146 0.308
H 0.73963 -1.78880 0.72740 0.241
H -3.52516 -0.23082 1.98867 0.283
H -4.11578 -0.20698 0.36279 0.276
H -2.08620 -0.54832 -1.29819 0.273
H -0.57477 0.09382 -0.54969 0.013

=====

| no. | electronic energy (eV) |
| --- | --- |
| 1 | -77541.6372 |
| 2 | -24020.6960 |
| 3 | -74898.3644 |
| 4 | -7241.4682 |
| 5 | -8368.1564 |